Density functional theory data (ωB97M-V with the def2-TZVPD basis set) for a cluster of 2 separate species, C4H9ClOS in total in a non-equilibrium geometry.

Properties
E_tot: -29694.7416 eV
Expectation value of S²: 2.006
Strongest force on any atom: 4.51 eV/A
Multiplicity: 3
Net charge: 0

CARTESIAN COORDINATES (ANGSTROEM)
C1 -0.147 -1.359 0.691
C2 -1.169 0.610 -0.298
C3 1.281 0.305 -0.363
C4 0.048 -0.097 -0.067
O1 2.284 1.288 1.949
S1 1.998 0.257 3.130
Cl1 3.229 -1.338 2.596
H1 -0.638 -2.012 -0.080
H2 0.844 -1.798 0.983
H3 -0.773 -1.237 1.554
H4 -2.007 -0.061 -0.400
H5 -1.191 1.301 -1.155
H6 -1.345 1.247 0.632
H7 1.520 1.340 -0.771
H8 1.992 1.072 0.983
H9 2.034 -0.471 -0.166


Density functional theory data (ωB97M-V with the def2-TZVPD basis set) for a cluster of 2 separate species, C5H8ClNO in total in a non-equilibrium geometry.

Properties
E_tot: -21373.0181 eV
SMILES: C=C(C#N)[C@H](C)O.Cl
Strongest force on any atom: 3.61 eV/A
Energy above the lowest of the compared OMol25 structures with the same formula, charge and spin: 52.8 kcal per mole
Net charge: 0

CARTESIAN COORDINATES (ANGSTROEM)
C1 0.235 -1.255 -1.762
C2 0.789 -0.813 -0.645
C3 2.165 -0.815 -0.369
N1 3.256 -0.905 -0.074
C4 -0.018 -0.083 0.426
C5 -0.281 1.299 -0.207
O1 0.632 0.032 1.647
H1 0.777 -1.888 -2.506
H2 -0.735 -1.000 -1.932
H3 -1.072 -0.566 0.538
H4 0.733 1.693 -0.191
H5 -0.806 1.895 0.464
H6 -0.581 1.117 -1.198
H7 0.653 -0.858 2.076
Cl1 -1.002 -3.042 2.068
H8 -1.405 -1.890 2.470


Density functional theory data (ωB97M-V with the def2-TZVPD basis set) for an isolated molecule of C4H8N2 in a non-equilibrium geometry.

Properties
E_tot: -7256.7886 eV
SMILES: CNCCC#N
Strongest force on any atom: 3.88 eV/A
Energy above the lowest of the compared OMol25 structures with the same formula, charge and spin: 25.1 kcal per mole
Net charge: 0

CARTESIAN COORDINATES (ANGSTROEM)
C1 -1.846 0.692 0.093
N1 -1.066 -0.581 -0.023
C2 0.277 -0.419 -0.513
C3 1.211 -0.384 0.684
C4 2.562 0.054 0.168
N2 3.557 0.471 -0.316
H1 -1.521 1.415 0.896
H2 -1.725 1.324 -0.853
H3 -2.908 0.517 0.220
H4 -1.631 -1.177 -0.668
H5 0.332 0.557 -1.103
H6 0.634 -1.276 -1.160
H7 1.281 -1.473 1.046
H8 0.842 0.280 1.529


Density functional theory data (ωB97M-V with the def2-TZVPD basis set) for a structure of composition C31H32MoN7O6S2 in a non-equilibrium geometry.

Properties
E_tot: -78903.0607 eV
Expectation value of S²: 2.023
Strongest force on any atom: 1.84 eV/A
Multiplicity: 3
Energy above the lowest of the compared OMol25 structures with the same formula, charge and spin: 7.4 kcal per mole
Net charge: +1

CARTESIAN COORDINATES (ANGSTROEM)
Mo1 -1.239 -0.195 0.295
O1 -5.080 1.084 -0.769
C1 -4.106 0.539 -0.295
N1 -2.883 1.065 -0.011
C2 -2.630 2.453 -0.104
C3 -3.490 3.464 -0.524
C4 -3.055 4.780 -0.453
C5 -1.791 5.094 0.029
C6 -0.922 4.094 0.439
C7 -1.352 2.780 0.351
N2 -0.642 1.633 0.768
C8 0.314 1.689 1.776
O2 1.181 2.510 1.916
C9 0.075 0.580 2.771
C10 0.684 0.571 4.004
C11 0.280 -0.371 4.942
C12 -0.742 -1.244 4.607
C13 -1.292 -1.183 3.339
N3 -0.876 -0.309 2.418
C14 -4.146 -0.914 0.079
C15 -5.333 -1.617 0.111
C16 -5.318 -2.929 0.545
C17 -4.104 -3.491 0.926
C18 -2.959 -2.731 0.854
N4 -2.964 -1.452 0.423
H1 -4.472 3.225 -0.898
H2 -3.716 5.570 -0.782
H3 -1.471 6.126 0.077
H4 0.073 4.320 0.790
H5 1.436 1.321 4.212
H6 0.738 -0.407 5.920
H7 -1.121 -1.964 5.317
H8 -2.097 -1.846 3.055
H9 -6.233 -1.102 -0.197
H10 -6.233 -3.502 0.604
H11 -4.042 -4.510 1.282
H12 -2.002 -3.141 1.141
C19 0.447 -4.258 0.249
S1 -0.237 -3.086 -0.940
C20 -1.252 -4.184 -1.957
H13 -0.340 -4.880 0.677
H14 0.925 -3.677 1.037
H15 1.191 -4.885 -0.235
H16 -0.638 -4.660 -2.719
H17 -2.021 -3.584 -2.442
H18 -1.732 -4.943 -1.340
N5 0.784 -0.658 0.243
C21 1.945 -0.522 0.332
N6 3.211 -0.447 0.470
C22 3.842 -0.548 1.804
C23 4.534 0.773 2.108
O3 5.452 1.099 1.099
C24 4.816 1.267 -0.166
C25 4.154 -0.022 -0.608
H19 4.580 -1.350 1.750
H20 3.091 -0.793 2.555
H21 5.093 0.678 3.039
H22 3.779 1.565 2.214
H23 5.568 1.548 -0.897
H24 4.071 2.068 -0.108
H25 4.890 -0.817 -0.726
H26 3.625 0.106 -1.546
N7 -1.443 -0.152 -2.005
C26 -0.165 0.311 -2.552
C27 0.678 -0.573 -3.200
C28 1.913 -0.127 -3.643
C29 2.284 1.197 -3.440
C30 1.405 2.089 -2.842
C31 0.169 1.646 -2.401
S2 3.926 1.747 -3.934
O4 4.189 2.826 -2.994
O5 3.771 2.137 -5.313
O6 4.733 0.554 -3.699
H27 -1.714 -1.026 -2.448
H28 -2.162 0.532 -2.232
H29 0.378 -1.604 -3.356
H30 2.612 -0.795 -4.130
H31 1.712 3.119 -2.713
H32 -0.531 2.339 -1.950


Density functional theory data (ωB97M-V with the def2-TZVPD basis set) for a cluster of 2 separate species, C11H20F3N2O7P in total in a non-equilibrium geometry.

Properties
E_tot: -46484.8000 eV
SMILES: CC(=O)N(C)OC(=O)N(CCO)P(C)O.CCOC(=O)C(F)(F)F
Strongest force on any atom: 1.03 eV/A
Net charge: 0

CARTESIAN COORDINATES (ANGSTROEM)
C1 1.941 -3.261 0.069
C2 1.928 -1.881 -0.515
O1 2.895 -1.329 -0.979
N1 0.721 -1.176 -0.438
C3 0.611 0.000 -1.284
O2 -0.405 -2.027 -0.601
C4 -1.177 -2.124 0.543
O3 -0.742 -1.970 1.636
N2 -2.519 -2.442 0.214
C5 -3.212 -1.165 -0.092
C6 -4.699 -1.317 -0.412
O4 -5.128 -0.160 -1.129
P1 -2.534 -3.805 -0.898
C7 -2.765 -3.054 -2.557
O5 -4.074 -4.360 -0.660
H1 1.142 -3.884 -0.332
H2 2.913 -3.698 -0.137
H3 1.783 -3.185 1.147
H4 -0.427 0.224 -1.522
H5 1.024 0.854 -0.747
H6 1.168 -0.118 -2.215
H7 -3.127 -0.545 0.804
H8 -2.731 -0.612 -0.908
H9 -4.905 -2.220 -0.977
H10 -5.280 -1.364 0.510
H11 -5.365 -0.416 -2.023
H12 -2.270 -2.082 -2.600
H13 -3.815 -2.946 -2.821
H14 -2.268 -3.706 -3.276
H15 -4.041 -5.252 -0.301
C8 4.462 2.673 0.917
C9 3.844 3.086 2.232
O6 3.513 4.497 2.223
C10 2.360 4.807 1.653
O7 1.567 4.056 1.167
C11 2.126 6.334 1.735
F1 3.232 7.018 1.429
F2 1.760 6.665 2.981
F3 1.159 6.700 0.901
H16 5.337 3.286 0.700
H17 4.765 1.627 0.955
H18 3.755 2.791 0.097
H19 4.539 2.967 3.059
H20 2.944 2.514 2.453


Density functional theory data (ωB97M-V with the def2-TZVPD basis set) for an isolated molecule of C16H14N2O2 in a non-equilibrium geometry.

Properties
E_tot: -23893.3413 eV
SMILES: O=c1[nH]c2ccccc2c(=O)n1[C@@H]1[C@H]2C=CC=CC[C@H]21
Strongest force on any atom: 4.05 eV/A
Energy above the lowest of the compared OMol25 structures with the same formula, charge and spin: 51.3 kcal per mole
Net charge: 0

CARTESIAN COORDINATES (ANGSTROEM)
O1 1.379 -1.302 2.377
C1 1.831 -1.189 1.251
N1 3.098 -1.733 1.170
C2 3.622 -1.915 -0.125
C3 4.814 -2.623 -0.324
C4 5.319 -2.788 -1.647
C5 4.537 -2.405 -2.765
C6 3.315 -1.784 -2.547
C7 2.915 -1.469 -1.246
C8 1.715 -0.693 -1.037
O2 1.256 -0.023 -1.975
N2 1.130 -0.623 0.215
C9 -0.104 0.110 0.434
C10 -1.324 -0.664 0.901
C11 -2.144 -0.093 2.007
C12 -3.418 0.414 1.814
C13 -4.112 0.621 0.538
C14 -3.502 1.037 -0.644
C15 -2.021 1.247 -0.797
C16 -1.318 -0.024 -0.500
H1 3.394 -2.304 1.962
H2 5.421 -2.958 0.536
H3 6.241 -3.311 -1.765
H4 4.834 -2.714 -3.773
H5 2.698 -1.468 -3.404
H6 0.099 1.112 0.821
H7 -1.155 -1.739 0.975
H8 -1.782 -0.159 3.000
H9 -3.989 0.706 2.711
H10 -5.185 0.531 0.464
H11 -4.089 1.165 -1.541
H12 -1.697 2.076 -0.144
H13 -1.862 1.555 -1.856
H14 -1.146 -0.665 -1.367


Question: What is the formula in the third record?
Answer: C4H8N2


Question: Which value of strongest force on any atom does entry 5 give?
Answer: 1.03 eV/A